{
  "formula": "C3H11N3O",
  "method": "wB97M-V/def2-TZVPD",
  "energy_ev": -9803.96097,
  "de_lowest_kcal_mol": 93.2,
  "lumo_ha": 0.0277,
  "spin_multiplicity": 1,
  "symbols": ["C", "C", "C", "N", "N", "N", "O", "H", "H", "H", "H", "H", "H", "H", "H", "H", "H", "H"],
  "coordinates": [[-0.92, -0.29, 0.37], [-1.06, 1.00, -0.49], [-1.14, -1.58, -0.40], [0.42, -0.11, 0.97], [1.56, -0.32, -0.18], [2.19, 0.86, -0.46], [-0.32, 2.01, 0.12], [0.26, 1.26, 0.97], [0.57, -0.71, 1.78], [2.23, -0.98, 0.23], [-1.63, -0.23, 1.21], [1.44, 1.58, -0.60], [2.78, 1.19, 0.30], [-2.13, 1.26, -0.56], [-0.65, 0.76, -1.49], [-1.04, -2.46, 0.25], [-2.14, -1.59, -0.82], [-0.42, -1.66, -1.21]]
}

---

{
  "formula": "C26H54FO15PS",
  "method": "wB97M-V/def2-TZVPD",
  "energy_ev": -81386.24464,
  "lumo_ha": 0.0191,
  "smiles": "CC[C@@H](F)[PH](CCCS)(COO)C[C@@H]1CO1.CCOC(=O)OC.CCOC(=O)OC.CCOC(=O)OC.CCOC(=O)OC",
  "spin_multiplicity": 1,
  "symbols": ["C", "C", "C", "F", "P", "C", "C", "C", "S", "C", "O", "O", "C", "C", "C", "O", "H", "H", "H", "H", "H", "H", "H", "H", "H", "H", "H", "H", "H", "H", "H", "H", "H", "H", "H", "H", "H", "H", "C", "C", "O", "C", "O", "O", "C", "H", "H", "H", "H", "H", "H", "H", "H", "C", "C", "O", "C", "O", "O", "C", "H", "H", "H", "H", "H", "H", "H", "H", "C", "C", "O", "C", "O", "O", "C", "H", "H", "H", "H", "H", "H", "H", "H", "C", "C", "O", "C", "O", "O", "C", "H", "H", "H", "H", "H", "H", "H", "H"],
  "coordinates": [[2.67, 2.56, 0.06], [1.25, 2.70, 0.63], [0.24, 1.71, 0.06], [0.31, 0.54, 0.86], [-1.56, 2.43, -0.03], [-1.36, 2.88, -1.82], [-0.22, 3.87, -2.10], [-0.29, 4.38, -3.55], [0.57, 5.96, -3.79], [-3.27, 3.36, -0.01], [-3.67, 3.41, 1.34], [-4.57, 4.53, 1.50], [-2.36, 0.82, 0.36], [-2.38, -0.12, -0.87], [-1.75, -1.44, -0.76], [-1.20, -0.29, -1.58], [3.40, 2.35, 0.84], [2.97, 3.48, -0.45], [2.73, 1.76, -0.67], [0.89, 3.71, 0.45], [1.27, 2.53, 1.71], [0.56, 1.40, -0.94], [-1.22, 3.32, 1.03], [-2.29, 3.33, -2.15], [-1.21, 1.98, -2.40], [0.73, 3.36, -1.99], [-0.19, 4.70, -1.40], [-1.32, 4.47, -3.88], [0.18, 3.64, -4.20], [1.66, 5.48, -4.39], [-4.03, 2.86, -0.62], [-3.16, 4.39, -0.38], [-4.25, 4.91, 2.32], [-3.41, 0.99, 0.59], [-1.92, 0.29, 1.20], [-3.28, -0.08, -1.46], [-1.97, -2.22, -1.47], [-0.94, -1.57, -0.05], [-6.86, 5.52, -0.45], [-8.14, 6.17, -0.92], [-7.95, 6.89, -2.15], [-7.89, 6.15, -3.25], [-7.99, 4.95, -3.31], [-7.68, 6.96, -4.29], [-7.53, 6.29, -5.54], [-6.06, 6.25, -0.36], [-7.01, 5.05, 0.53], [-6.53, 4.74, -1.14], [-8.48, 6.92, -0.21], [-8.94, 5.44, -1.05], [-8.37, 5.63, -5.74], [-6.61, 5.71, -5.56], [-7.49, 7.07, -6.30], [1.63, -1.24, 2.90], [2.66, -1.34, 1.79], [4.00, -1.11, 2.27], [4.56, -2.13, 2.92], [4.07, -3.21, 3.10], [5.77, -1.74, 3.33], [6.48, -2.72, 4.09], [1.72, -0.28, 3.41], [0.63, -1.33, 2.49], [1.78, -2.03, 3.64], [2.49, -0.56, 1.05], [2.62, -2.31, 1.29], [6.54, -3.66, 3.55], [5.99, -2.88, 5.05], [7.48, -2.32, 4.24], [10.30, -6.75, 2.16], [10.56, -6.98, 3.63], [11.59, -6.11, 4.14], [11.20, -4.86, 4.38], [10.09, -4.42, 4.24], [12.26, -4.17, 4.81], [12.00, -2.79, 5.07], [11.22, -6.84, 1.59], [9.59, -7.49, 1.79], [9.89, -5.76, 1.99], [10.95, -7.99, 3.80], [9.66, -6.87, 4.23], [11.16, -2.67, 5.75], [11.80, -2.27, 4.13], [12.91, -2.40, 5.52], [-7.44, -4.33, -2.44], [-6.39, -4.39, -3.53], [-5.07, -4.16, -3.02], [-4.51, -5.18, -2.39], [-4.99, -6.27, -2.23], [-3.31, -4.79, -1.95], [-2.61, -5.78, -1.18], [-7.38, -3.38, -1.91], [-8.43, -4.42, -2.88], [-7.30, -5.13, -1.72], [-6.55, -3.60, -4.26], [-6.41, -5.35, -4.05], [-2.53, -6.72, -1.73], [-3.11, -5.95, -0.23], [-1.62, -5.37, -1.01]]
}

---

{
  "formula": "C18H20BrN3O2S",
  "method": "wB97M-V/def2-TZVPD",
  "energy_ev": -108433.73068,
  "de_lowest_kcal_mol": 0.0,
  "lumo_ha": 0.0225,
  "smiles": "CCCOc1ccc(CC(=O)NNC(=S)Nc2ccccc2)cc1Br",
  "spin_multiplicity": 1,
  "symbols": ["C", "C", "C", "O", "C", "C", "C", "C", "C", "C", "O", "N", "N", "C", "S", "N", "C", "C", "C", "C", "C", "C", "C", "C", "Br", "H", "H", "H", "H", "H", "H", "H", "H", "H", "H", "H", "H", "H", "H", "H", "H", "H", "H", "H", "H"],
  "coordinates": [[-5.53, -3.79, 0.78], [-5.34, -2.29, 0.59], [-4.48, -1.99, -0.64], [-4.33, -0.61, -0.87], [-3.44, 0.11, -0.16], [-2.58, -0.37, 0.83], [-1.69, 0.48, 1.46], [-1.62, 1.83, 1.14], [-0.59, 2.72, 1.78], [0.81, 2.31, 1.38], [1.79, 2.36, 2.10], [0.91, 1.93, 0.07], [2.10, 1.35, -0.38], [2.01, 0.16, -1.03], [0.54, -0.46, -1.50], [3.15, -0.51, -1.34], [4.49, -0.17, -1.13], [5.40, -1.20, -0.96], [6.74, -0.93, -0.76], [7.18, 0.38, -0.73], [6.28, 1.42, -0.93], [4.94, 1.15, -1.13], [-2.49, 2.33, 0.16], [-3.38, 1.48, -0.46], [-4.56, 2.14, -1.78], [-6.14, -3.99, 1.65], [-6.01, -4.23, -0.10], [-4.57, -4.29, 0.91], [-4.87, -1.87, 1.48], [-6.31, -1.81, 0.47], [-3.50, -2.48, -0.56], [-4.98, -2.36, -1.53], [-2.58, -1.41, 1.10], [-1.02, 0.09, 2.21], [-0.65, 2.66, 2.87], [-0.74, 3.76, 1.48], [0.10, 1.61, -0.46], [2.85, 1.51, 0.29], [2.98, -1.42, -1.74], [5.05, -2.23, -0.98], [7.44, -1.74, -0.63], [8.23, 0.60, -0.57], [6.62, 2.44, -0.93], [4.26, 1.96, -1.32], [-2.47, 3.37, -0.11]]
}

---

{
  "formula": "C17H48N4O5",
  "method": "wB97M-V/def2-TZVPD",
  "energy_ev": -34603.33927,
  "de_lowest_kcal_mol": 0.0,
  "lumo_ha": 0.0234,
  "smiles": "COC[C@H](C)N.COC[C@H](C)N.COC[C@H](C)N.COC[C@H](C)N.CO",
  "spin_multiplicity": 1,
  "symbols": ["C", "O", "C", "C", "C", "N", "H", "H", "H", "H", "H", "H", "H", "H", "H", "H", "H", "C", "O", "C", "C", "C", "N", "H", "H", "H", "H", "H", "H", "H", "H", "H", "H", "H", "C", "O", "C", "C", "C", "N", "H", "H", "H", "H", "H", "H", "H", "H", "H", "H", "H", "C", "O", "C", "C", "C", "N", "H", "H", "H", "H", "H", "H", "H", "H", "H", "H", "H", "C", "O", "H", "H", "H", "H"],
  "coordinates": [[-1.82, 4.32, -4.01], [-0.42, 4.13, -3.94], [0.04, 3.69, -2.68], [-0.14, 4.69, -1.56], [0.51, 6.01, -1.88], [0.42, 4.12, -0.33], [-2.13, 5.22, -3.47], [-2.35, 3.43, -3.66], [-2.07, 4.48, -5.06], [-0.42, 2.73, -2.41], [1.11, 3.51, -2.80], [-1.22, 4.91, -1.45], [0.34, 6.74, -1.09], [0.10, 6.45, -2.79], [1.60, 5.91, -1.99], [0.12, 4.70, 0.45], [-0.03, 3.21, -0.17], [2.43, 0.19, -1.21], [1.34, -0.27, -1.97], [1.70, -0.90, -3.17], [2.26, -2.31, -2.98], [2.67, -2.94, -4.29], [1.28, -3.18, -2.31], [3.18, -0.59, -1.01], [2.04, 0.55, -0.26], [2.94, 1.03, -1.70], [0.79, -1.02, -3.77], [2.36, -0.27, -3.79], [3.13, -2.31, -2.32], [3.43, -2.37, -4.82], [1.80, -3.05, -4.95], [3.05, -3.94, -4.09], [0.51, -3.38, -2.94], [0.85, -2.64, -1.56], [-1.89, -1.61, 4.46], [-0.49, -1.64, 4.46], [0.11, -1.33, 5.69], [1.60, -1.50, 5.54], [1.96, -2.93, 5.21], [2.24, -1.11, 6.80], [-2.34, -2.51, 4.90], [-2.20, -1.53, 3.42], [-2.28, -0.74, 5.01], [-0.15, -0.30, 5.98], [-0.29, -1.96, 6.50], [1.90, -0.82, 4.74], [1.69, -3.15, 4.17], [1.40, -3.63, 5.82], [3.03, -3.11, 5.31], [2.29, -0.10, 6.91], [3.20, -1.44, 6.84], [-0.13, -2.24, 0.97], [-0.74, -1.48, -0.06], [-2.06, -1.91, -0.31], [-2.70, -0.99, -1.33], [-4.13, -1.41, -1.60], [-1.95, -0.92, -2.59], [0.91, -1.92, 1.09], [-0.04, -3.29, 0.67], [-0.67, -2.16, 1.91], [-2.06, -2.96, -0.64], [-2.66, -1.90, 0.61], [-2.70, 0.02, -0.91], [-4.22, -2.22, -2.32], [-4.73, -0.56, -1.94], [-4.59, -1.77, -0.67], [-1.92, -1.85, -3.00], [-0.98, -0.72, -2.37], [-0.66, 1.24, 1.44], [-0.70, 1.35, 0.04], [-1.59, 0.87, 1.88], [0.20, 0.64, 1.77], [-0.50, 2.24, 1.84], [-0.58, 0.46, -0.31]]
}